Entry 1:
Density functional theory data (ωB97M-V/def2-TZVPD) for CH14O11V as an isolated structure in a non-equilibrium geometry.

```
! RIJCOSX wB97M-V def2-TZVPD def2/J DEFGRID3
* xyz 0 2
O 0.67248 -0.48063 -0.35485
V -0.38452 0.79437 -0.42285
C -0.71452 1.26437 -2.83885
O 0.41348 0.72337 -2.37885
O -1.37252 1.70437 -1.88385
O -0.33752 1.87537 -3.81885
O -1.92552 -0.55463 -0.37585
H -1.77152 -1.43063 -0.07385
H -2.91252 -0.49363 -0.35385
O 1.70348 -2.46763 -1.11885
H 1.43148 -1.55863 -0.94585
H 2.27348 -2.70563 -0.34885
O -0.65352 -2.79963 0.76915
H -0.23052 -3.36963 1.35415
H -0.02652 -2.72263 0.03915
O -1.84352 2.11737 0.69415
H -1.68352 2.72437 1.42515
H -2.78652 2.11437 0.66215
O 2.16148 -1.09263 1.34215
H 2.60448 -0.28463 1.62215
H 1.59248 -0.79663 0.60315
O -0.27852 0.33337 1.72415
H 0.37948 -0.18763 2.18415
H -1.06852 0.25037 2.24915
O 1.44648 2.06537 -0.14685
H 2.13648 2.00737 0.52215
H 1.17448 2.97037 -0.12885
*
```

Output
largest force on an atom: 0.1903 Eh/bohr
energy relative to the best compared isomer or geometry (same formula, charge and spin): 24.1 kcal/mol

=====

Entry 2:
Density functional theory data (ωB97M-V/def2-TZVPD) for C13H19OP as an isolated structure in a non-equilibrium geometry.

```
! RIJCOSX wB97M-V def2-TZVPD def2/J DEFGRID3
* xyz 0 1
C 4.04590 0.18990 -0.32119
C 3.56505 -1.11130 -0.22292
C 3.35892 1.28646 0.16626
C 2.23181 -1.28376 0.27771
C 2.04361 1.09046 0.68010
C 1.54528 -0.20547 0.68084
C -2.33006 0.02331 -0.10760
C -1.43394 -1.23550 0.07031
C -1.21264 1.09969 -0.08084
C -1.07914 -1.64921 -1.37384
C -2.11088 -2.26829 0.92889
C -0.55749 1.50813 -1.42176
C -1.54670 2.35567 0.79209
O -0.51945 -0.22428 2.54538
P -0.23786 -0.19764 1.06198
H 4.96972 0.10598 -0.73195
H 4.31406 -1.83944 -0.52244
H 3.78952 2.24615 0.15754
H 1.71466 -2.20259 0.35944
H 1.43880 1.85005 0.95466
H -2.92328 0.05106 -0.98972
H -2.93934 0.31447 0.74969
H -0.49307 -2.48365 -1.30312
H -0.52821 -0.81663 -1.71405
H -1.93668 -1.80601 -1.95498
H -1.72261 -3.29474 0.86258
H -3.18317 -2.41313 0.61290
H -2.20471 -2.05643 2.01879
H 0.37998 0.94983 -1.67143
H -0.21042 2.54996 -1.31696
H -1.26227 1.49050 -2.22197
H -2.57871 2.25064 1.14665
H -1.50789 3.33426 0.24340
H -0.87879 2.39155 1.64556
*
```

Output
largest force on an atom: 0.0967 Eh/bohr
energy relative to the best compared isomer or geometry (same formula, charge and spin): 0.0 kcal/mol

=====

Entry 3:
Density functional theory data (ωB97M-V/def2-TZVPD) for a 2-piece molecular cluster, C6H12N overall in a non-equilibrium geometry.

```
! RIJCOSX wB97M-V def2-TZVPD def2/J DEFGRID3
* xyz 0 2
C -1.03426 -1.32049 1.73064
C 0.25598 -2.14783 1.80853
C 1.42964 -1.45183 1.07951
C 1.18059 -1.15117 -0.37888
C 0.69816 0.01567 -0.79469
N -1.65474 3.03931 -2.27581
C -0.62516 2.98446 -1.54557
H -1.11146 -0.89413 0.72743
H -1.92889 -1.93806 1.80417
H -1.02265 -0.49298 2.40896
H 0.46355 -2.26937 2.87076
H 0.13233 -3.10436 1.31199
H 1.62642 -0.50097 1.58427
H 2.33872 -2.03611 1.17211
H 1.38781 -1.95169 -1.09412
H 1.25758 0.54646 -1.56745
H -1.99566 3.98451 -2.44209
H -0.35972 2.00025 -1.15357
H -0.18177 3.87292 -1.08334
*
```

Output
largest force on an atom: 0.0437 Eh/bohr
energy relative to the best compared isomer or geometry (same formula, charge and spin): 53.5 kcal/mol

=====

Entry 4:
Density functional theory data (ωB97M-V/def2-TZVPD) for C37H29ClMoN15O10SSe as an isolated structure.

```
! RIJCOSX wB97M-V def2-TZVPD def2/J DEFGRID3
* xyz -1 1
Mo -0.36715 0.46418 -0.74000
C 6.09089 2.87898 -4.98153
C 4.86564 2.08634 -4.61566
C 4.44756 1.97863 -3.29766
C 3.31076 1.25562 -2.95682
C 2.59417 0.62499 -3.95574
C 2.99561 0.71154 -5.28393
C 4.12177 1.44317 -5.60677
S 1.12379 -0.30064 -3.60134
O -0.01247 0.45394 -4.05822
O 1.32116 -1.61631 -4.16916
N 1.09037 -0.36044 -1.99028
C 1.87528 -1.41266 -1.37922
C 0.92232 -2.15109 -0.47391
O 1.05739 -3.30524 -0.12633
O -0.08278 -1.38579 -0.08961
H 6.48969 3.40572 -4.11571
H 5.86203 3.61764 -5.75143
H 6.87667 2.22950 -5.37315
H 5.00051 2.48328 -2.51464
H 2.97717 1.22171 -1.92703
H 2.42345 0.21089 -6.05419
H 4.43059 1.52207 -6.64309
H 2.67078 -0.99631 -0.74715
H 2.30929 -2.09931 -2.10424
N -0.55580 1.68151 2.52870
C -1.63915 0.96583 2.07956
N -2.79084 0.89072 2.71828
N -3.58864 0.19642 1.88539
N -2.97001 -0.11911 0.80673
N -1.70268 0.35033 0.89688
C 0.67794 1.62257 1.94278
N 1.78120 2.04315 2.51750
N 2.73898 1.87597 1.57375
N 2.25334 1.41122 0.49276
N 0.91177 1.22128 0.67426
H -0.54776 1.85920 3.52094
Se -6.92400 1.65749 -4.86881
N -6.01835 2.64048 -3.68518
C -5.00229 1.92497 -3.28960
C -4.02214 2.38508 -2.31550
C -4.08980 3.61263 -1.66356
C -3.11505 3.93478 -0.74603
C -2.07670 3.04356 -0.51844
N -2.00177 1.87709 -1.15163
C -2.96325 1.53583 -2.01767
C -2.84763 0.21135 -2.58878
N -1.81221 -0.51650 -2.14769
C -1.69816 -1.76652 -2.58189
C -2.58914 -2.33131 -3.48485
C -3.64527 -1.58130 -3.95310
C -3.78897 -0.27810 -3.48957
C -4.88319 0.60391 -3.87657
N -5.80530 0.27217 -4.73723
H -4.90511 4.28758 -1.88584
H -3.12230 4.87612 -0.21772
H -1.27600 3.27747 0.17059
H -0.85993 -2.33736 -2.21351
H -2.43021 -3.34894 -3.81032
H -4.36126 -1.97860 -4.65925
O 1.32365 3.61881 -3.45925
Cl 0.20641 3.44319 -2.60088
O -0.99308 3.18153 -3.33147
O 0.02894 4.57443 -1.73594
O 0.52134 2.28164 -1.71152
C -0.07323 -3.02180 6.73023
O 0.10553 -3.35027 5.36865
C -0.95546 -3.17679 4.53577
C -2.26326 -3.00087 4.96823
C -3.29163 -2.86515 4.04728
C -3.02596 -2.91980 2.68961
C -1.72181 -3.08430 2.25674
C -0.67930 -3.18543 3.16572
N 0.62559 -3.34567 2.65702
C 1.80779 -2.86618 3.04216
C 2.15087 -1.87687 3.94809
C 3.51108 -1.78535 4.37186
C 3.90324 -0.86701 5.28856
C 2.93635 0.04026 5.82092
C 1.64800 0.04472 5.40487
C 1.19013 -0.86312 4.37069
O 0.08288 -0.76947 3.82015
H 0.90969 -3.09752 7.18961
H -0.76011 -3.71527 7.22486
H -0.44542 -1.99969 6.83833
H -2.48073 -2.94908 6.02496
H -4.30088 -2.69259 4.39669
H -3.81752 -2.77652 1.96862
H -1.48443 -3.06254 1.20061
H 0.64507 -3.74947 1.72469
H 2.62480 -3.35239 2.51438
H 4.22686 -2.48876 3.95826
H 4.93343 -0.80541 5.61110
H 3.25737 0.76373 6.56210
H 0.92895 0.75769 5.78973
*
```

Output
largest force on an atom: 0.0159 Eh/bohr
E_tot: -6329.0242 a.u.

=====

Entry 5:
Density functional theory data (ωB97M-V/def2-TZVPD) for C5H3NO as an isolated structure in a non-equilibrium geometry.

```
! RIJCOSX wB97M-V def2-TZVPD def2/J DEFGRID3
* xyz 0 1
N 3.11717 -0.78201 -0.02650
C 2.05174 -0.31621 -0.01850
C 0.71009 0.13128 -0.00344
C 0.08472 1.44693 0.23122
O -1.12822 1.61640 0.23685
C -1.62025 -0.94100 -0.12156
C -0.41237 -0.65160 -0.16496
H 0.74295 2.31176 0.39308
H -2.68363 -0.88814 -0.22365
H -0.86219 -1.92742 -0.30256
*
```

Output
largest force on an atom: 0.0244 Eh/bohr
energy relative to the best compared isomer or geometry (same formula, charge and spin): 101.2 kcal/mol

=====

Entry 6:
Density functional theory data (ωB97M-V/def2-TZVPD) for C6H12O as an isolated structure.

```
! RIJCOSX wB97M-V def2-TZVPD def2/J DEFGRID3
* xyz 0 1
C 1.88515 0.04803 -1.39643
C 1.70928 1.08526 -0.30014
O 1.05873 2.29294 -0.75183
C 0.09760 2.06090 0.28521
C 0.72247 0.80120 0.79700
C -1.77747 -1.43992 1.41904
C -1.49363 -1.50175 -0.09137
H 2.55806 0.43741 -2.16583
H 2.29955 -0.87669 -0.98389
H 0.92020 -0.17020 -1.86387
H 2.67822 1.31201 0.18159
H -0.91877 1.87836 -0.10294
H 0.03528 2.87033 1.02754
H -0.99269 -0.86637 1.92345
H -1.80884 -2.43818 1.86908
H -2.73772 -0.95563 1.62992
H -1.66452 -2.49351 -0.52451
H -0.44811 -1.24313 -0.29993
H -2.12280 -0.80106 -0.65209
*
```

Output
largest force on an atom: 0.0071 Eh/bohr
energy relative to the best compared isomer or geometry (same formula, charge and spin): 118.6 kcal/mol

=====

What is the largest force on an atom in the fifth record? 0.0244 Eh/bohr

=====

Number 6 is which compound? C6H12O

=====

Which of these has the lowest largest force on an atom? C6H12O

=====

Which formula does entry 6 have? C6H12O